{
  "formula": "C20H35CuNSi2",
  "method": "wB97M-V/def2-TZVPD",
  "species": ["C", "C", "C", "H", "C", "H", "H", "H", "C", "H", "H", "C", "H", "H", "C", "H", "H", "C", "H", "H", "Cu", "H", "C", "Si", "C", "C", "C", "C", "C", "C", "C", "C", "N", "Si", "C", "C", "C", "H", "H", "H", "H", "H", "H", "H", "H", "H", "H", "H", "H", "H", "H", "H", "H", "H", "H", "H", "H", "H", "H"],
  "xyz": [[0.000, 2.739, -1.387], [-2.920, 2.265, -1.638], [0.071, 2.215, -2.746], [0.874, 3.111, -0.779], [-2.682, 1.137, -2.466], [-3.694, 2.215, -0.864], [0.983, 1.671, -2.947], [-3.250, 0.241, -2.218], [-0.868, 2.310, -3.854], [-0.262, 2.132, -4.754], [-1.299, 3.301, -3.914], [-1.043, 3.904, -1.174], [-0.666, 4.887, -1.534], [-1.214, 4.086, -0.108], [-2.439, 3.675, -1.850], [-2.374, 3.953, -2.911], [-3.176, 4.369, -1.391], [-2.037, 1.249, -3.778], [-2.766, 1.514, -4.543], [-1.614, 0.283, -4.074], [-1.246, 0.969, -1.114], [0.179, 1.649, -0.940], [0.253, -3.191, -1.290], [1.222, -3.054, 0.347], [1.051, -4.666, 1.325], [3.069, -2.820, -0.048], [0.505, -1.695, 1.418], [-0.932, -1.550, 1.384], [-1.634, -2.385, 2.306], [-3.008, -2.337, 2.378], [-3.664, -1.423, 1.586], [-2.947, -0.597, 0.717], [-1.619, -0.667, 0.566], [1.502, -0.872, 2.768], [1.698, -2.170, 4.131], [3.243, -0.295, 2.243], [0.542, 0.618, 3.474], [0.627, -4.055, -1.860], [0.362, -2.274, -1.896], [-0.818, -3.345, -1.079], [1.455, -5.492, 0.729], [1.597, -4.599, 2.272], [-0.004, -4.858, 1.546], [3.251, -1.873, -0.567], [3.693, -2.845, 0.855], [3.372, -3.634, -0.721], [-1.019, -3.065, 2.918], [-3.527, -3.032, 3.064], [-4.769, -1.320, 1.607], [-3.453, 0.181, 0.102], [2.255, -3.040, 3.768], [2.220, -1.713, 4.978], [0.711, -2.505, 4.460], [3.182, 0.452, 1.437], [3.704, 0.192, 3.115], [3.876, -1.126, 1.907], [0.431, 1.410, 2.715], [-0.462, 0.293, 3.791], [1.077, 1.021, 4.349]],
  "e_tot_ha": -3057.11903,
  "multiplicity": 2,
  "lumo_energy_ev": [-0.47, -0.94],
  "gap_ha": [0.1727, 0.1557],
  "largest_force_ev_per_a": 3.52
}